This record from the Open Molecules 2025 dataset describes a molecular structure, C53H58N2NiO4SSe. The level of theory is the ωB97M-V functional and the def2-TZVPD basis.

ORCA input file:
```
! RIJCOSX wB97M-V def2-TZVPD def2/J DEFGRID3
* xyz -2 3
Ni 1.1021 -0.3250 -0.6553
C -1.9914 1.2236 6.4115
C -0.6246 1.7509 5.9479
C -0.7509 3.2632 5.7575
C 0.4108 1.4862 7.0510
C -0.2024 1.0500 4.6585
C 0.1554 1.7275 3.5064
C 0.5047 1.0406 2.3502
Se 0.9270 2.0565 0.7714
C -0.8596 2.4271 0.2094
C -1.5239 3.5436 0.6978
C -2.8421 3.7875 0.3535
C -3.4302 2.8838 -0.5468
C -2.7992 1.7712 -1.0713
C -1.4611 1.4595 -0.6360
O -0.8522 0.3946 -1.0054
C -3.4823 0.8713 -2.1020
C -2.6302 0.8420 -3.3805
C -3.6392 -0.5505 -1.5416
C -4.8745 1.3745 -2.4903
C -3.6420 4.9803 0.8740
C -4.9341 4.4928 1.5445
C -2.8528 5.7860 1.9066
C -4.0081 5.9196 -0.2864
C 0.5009 -0.3695 2.2640
O 0.7839 -1.0085 1.1805
C 0.1990 -1.0743 3.4769
C -0.1446 -0.3505 4.6036
C 0.2840 -2.6052 3.5000
C 1.7148 -3.0438 3.1451
C -0.0526 -3.1811 4.8778
C -0.7042 -3.2152 2.4925
H -2.3045 1.7272 7.3326
H -1.9605 0.1503 6.6062
H -2.7465 1.4019 5.6425
H -1.0962 3.7239 6.6874
H -1.4680 3.5011 4.9680
H 0.2078 3.7159 5.4935
H 0.1256 1.9890 7.9821
H 1.3936 1.8517 6.7446
H 0.5002 0.4164 7.2537
H 0.1627 2.8100 3.4709
H -0.9848 4.2051 1.3650
H -4.4497 3.0787 -0.8577
H -1.6160 0.5084 -3.1661
H -2.5724 1.8440 -3.8172
H -3.0710 0.1634 -4.1185
H -2.6703 -0.9491 -1.2460
H -4.0722 -1.2122 -2.2999
H -4.2966 -0.5410 -0.6658
H -4.8409 2.3917 -2.8902
H -5.5667 1.3564 -1.6425
H -5.2795 0.7203 -3.2673
H -4.7026 3.7911 2.3491
H -5.5830 3.9808 0.8313
H -5.4915 5.3370 1.9655
H -2.5755 5.1678 2.7643
H -3.4610 6.6204 2.2680
H -1.9380 6.1982 1.4749
H -4.5807 5.3909 -1.0513
H -3.1022 6.3083 -0.7571
H -4.6083 6.7654 0.0694
H -0.3787 -0.8983 5.5075
H 2.4295 -2.6232 3.8588
H 1.9858 -2.7039 2.1463
H 1.7990 -4.1355 3.1741
H 0.6462 -2.8354 5.6450
H 0.0145 -4.2710 4.8293
H -1.0682 -2.9200 5.1897
H -0.4755 -2.8850 1.4811
H -1.7281 -2.9148 2.7334
H -0.6462 -4.3084 2.5309
O 0.4174 -1.3727 -2.7047
S 2.7627 -3.4707 -3.5459
O 3.5197 -4.7158 -3.9064
N 3.0599 -2.7859 -2.1266
C 3.7567 -3.2297 -1.0785
C 4.3384 -4.5085 -0.9198
C 5.1074 -4.8477 0.1919
C 5.3586 -3.9469 1.2042
C 4.7831 -2.6625 1.1098
C 5.0405 -1.6846 2.0962
C 4.5001 -0.4408 1.9732
C 3.6484 -0.1995 0.8812
N 3.3460 -1.0787 -0.0439
C 3.9405 -2.3006 0.0220
C 3.5556 -2.2018 -4.6027
C 4.1283 -1.0470 -4.0967
C 4.7394 -0.1476 -4.9641
C 4.7609 -0.3954 -6.3304
C 4.1654 -1.5470 -6.8336
C 3.5617 -2.4481 -5.9685
H 4.1913 -5.2210 -1.7198
H 5.5321 -5.8456 0.2451
H 5.9854 -4.1913 2.0541
H 5.6809 -1.9442 2.9329
H 4.6748 0.3389 2.7033
H 3.1923 0.7733 0.7832
H 4.0604 -0.8586 -3.0316
H 5.1900 0.7571 -4.5717
H 5.2352 0.3094 -7.0040
H 4.1687 -1.7369 -7.9010
H 3.1010 -3.3549 -6.3456
C -2.2709 -3.0111 -5.4155
C -2.2085 -3.4082 -4.0910
C -1.2857 -2.8092 -3.2471
C -0.4222 -1.8216 -3.6961
C 1.2549 -0.2414 -2.6092
C 1.5865 0.5578 -3.6286
C 1.2601 0.4439 -5.0412
C 0.3989 -0.3770 -5.6463
C -0.4632 -1.4008 -5.0337
C -1.4025 -2.0222 -5.8576
H -2.9805 -3.4602 -6.0997
H -2.8613 -4.1838 -3.7099
H -1.2100 -3.0960 -2.2050
H 2.2499 1.3720 -3.3594
H 1.7907 1.1333 -5.6936
H 0.2927 -0.2915 -6.7231
H -1.4419 -1.7048 -6.8949
*
```

largest force on an atom = 0.7 eV/Å
HOMO (spin up / spin down) = -1.46 / -1.46 eV
molecular weight = 956.78 g mol⁻¹
HOMO-LUMO gap (spin up / spin down) = 5.30 / 5.30 eV


This record from the Open Molecules 2025 dataset describes 6 unconnected molecules or ions with the total composition H12O6 at a distorted geometry. The level of theory is the ωB97M-V functional and the def2-TZVPD basis.

ORCA input file:
```
! RIJCOSX wB97M-V def2-TZVPD def2/J DEFGRID3
* xyz 0 1
O -0.0192 0.4056 -2.0622
H 0.9172 0.5916 -2.0648
H -0.0801 -0.5001 -2.4372
O -0.8596 -1.8615 -0.6811
H -0.4780 -2.6956 -0.5281
H -1.4428 -1.6167 0.0377
O 2.9974 0.6881 0.3226
H 3.8002 0.9408 -0.1438
H 2.6468 -0.0727 -0.1384
O -0.3950 -0.7991 2.4333
H -0.0016 -1.4403 1.8498
H -0.4452 -0.0905 1.8374
O -2.6868 1.0694 -0.1508
H -3.2319 1.0611 0.6463
H -1.8085 1.2797 0.1203
O 0.0878 1.0716 0.6059
H -0.0398 0.8675 -0.3549
H 1.0391 1.1010 0.7080
*
```

energy above the lowest of the compared OMol25 structures with the same formula, charge and spin = 32.2 kcal/mol
SMILES = O.O.O.O.O.O
largest force on an atom = 2.6 eV/Å
HOMO = -10.86 eV
molecular weight = 108.09 g mol⁻¹
HOMO-LUMO gap = 10.78 eV


This record from the Open Molecules 2025 dataset describes a molecular structure, C21H36BrN4NbO2 at a distorted geometry. The level of theory is the ωB97M-V functional and the def2-TZVPD basis.

ORCA input file:
```
! RIJCOSX wB97M-V def2-TZVPD def2/J DEFGRID3
* xyz 0 1
Nb -0.2634 0.0342 0.0405
N -1.1007 -0.8445 1.6658
N -1.3974 1.7504 0.1075
N 0.4848 -1.6789 -0.8471
N -0.9220 -0.3205 -1.8599
H -3.1238 -0.3552 1.2734
C -2.4313 -0.4529 2.1262
H -2.3990 0.5157 2.6686
H -2.8572 -1.2097 2.8203
H -1.3633 -2.6533 2.7627
C -0.5622 -1.9465 2.4543
H -0.0817 -1.5697 3.3830
H 0.1817 -2.5041 1.8684
C -2.8080 1.7295 -0.2669
H -3.0213 2.4020 -1.1262
H -3.1145 0.7082 -0.5502
H -3.4478 2.0642 0.5780
H -0.9696 3.6462 -0.7867
C -0.8959 3.1153 0.1894
H -1.4814 3.7094 0.9243
H 0.1609 3.1142 0.5002
C 1.3781 -2.7975 -0.5827
H 0.7850 -3.6499 -0.1777
C 2.4015 -2.3874 0.4851
H 1.9831 -1.6189 1.1555
H 2.7047 -3.2570 1.0938
H 3.3025 -1.9631 0.0070
C 2.0947 -3.2964 -1.8532
H 3.0283 -3.8242 -1.5876
H 1.4675 -3.9968 -2.4312
H 2.3506 -2.4448 -2.5088
H -2.0587 0.4238 -5.0310
C -1.7010 -0.2688 -4.2470
H -0.7176 -0.6562 -4.5646
H -2.4011 -1.1188 -4.1897
C -1.6250 0.4506 -2.8839
H -2.6630 0.5435 -2.5183
C -1.0690 1.8784 -3.0328
H -0.3614 2.1068 -2.2166
H -0.5403 2.0118 -3.9940
H -1.8891 2.6173 -2.9998
H 0.5872 -1.3559 -2.9539
C -0.1637 -1.5385 -2.1490
C -2.7674 -2.8981 -0.7977
H -2.0227 -3.0282 -0.0010
H -3.8201 -2.8836 -0.4919
C -2.4055 -2.7617 -2.0832
H -3.1795 -2.6255 -2.8513
C -0.9930 -2.7725 -2.5896
H -0.4750 -3.6915 -2.2580
H -0.9863 -2.7974 -3.6973
Br 0.0119 2.1756 3.9024
C 1.8593 2.6383 3.6214
C 2.4259 3.4385 4.6212
C 3.7534 3.8469 4.5380
C 4.5336 3.4578 3.4498
C 3.9881 2.6586 2.4388
C 2.6471 2.2331 2.4977
C 2.0964 1.3994 1.3884
O 2.8281 1.0634 0.3503
O 0.8356 1.0625 1.4324
H 1.8305 3.7483 5.4712
H 4.1757 4.4666 5.3177
H 5.5647 3.7792 3.3896
H 4.6193 2.3784 1.6063
*
```

largest force on an atom = 5.0 eV/Å
HOMO (spin up / spin down) = -7.94 / -7.94 eV
molecular weight = 549.36 g mol⁻¹
HOMO-LUMO gap (spin up / spin down) = 7.71 / 7.70 eV


This record from the Open Molecules 2025 dataset describes 2 unconnected molecules or ions with the total composition CN2O3S at a distorted geometry. The level of theory is the ωB97M-V functional and the def2-TZVPD basis.

ORCA input file:
```
! RIJCOSX wB97M-V def2-TZVPD def2/J DEFGRID3
* xyz 0 1
C -0.9841 -0.0851 0.1493
N 0.8346 -1.4278 -0.6327
N 0.0391 0.7414 0.2153
O 1.6681 -0.9424 -0.0113
O 0.0202 1.4471 -0.8286
O 0.8547 0.6986 1.1328
S -2.4325 -0.4317 -0.0248
*
```

energy above the lowest of the compared OMol25 structures with the same formula, charge and spin = 96.8 kcal/mol
largest force on an atom = 3.3 eV/Å
HOMO (spin up / spin down) = -8.57 / -8.81 eV
molecular weight = 120.09 g mol⁻¹
HOMO-LUMO gap (spin up / spin down) = 7.33 / 7.25 eV


This record from the Open Molecules 2025 dataset describes 2 unconnected molecules or ions with the total composition C36H40N3 at a distorted geometry. The level of theory is the ωB97M-V functional and the def2-TZVPD basis.

ORCA input file:
```
! RIJCOSX wB97M-V def2-TZVPD def2/J DEFGRID3
* xyz 1 1
C -0.4038 3.5437 4.6978
N 0.2293 3.4736 3.3957
C 1.6244 3.8666 3.3521
C -0.4821 3.2555 2.2539
C 0.1074 3.4819 0.9789
C -0.6407 3.3213 -0.1845
C -1.9924 2.9562 -0.1271
C -2.8748 2.8970 -1.3310
C -2.2221 2.1081 -2.3677
C -2.6100 0.7666 -2.7396
C -3.7558 0.0170 -2.4748
C -3.8903 -1.2176 -3.1082
C -2.8943 -1.6962 -3.9777
C -1.7182 -0.9688 -4.2297
C -1.6007 0.2536 -3.5914
N -0.6413 1.2551 -3.7773
C 0.5987 1.0910 -4.5110
C -1.0091 2.3600 -3.0735
C -2.5330 2.6081 1.1402
C -1.8392 2.8349 2.3119
H -1.2105 2.8086 4.7776
H 0.3608 3.3194 5.4443
H -0.8186 4.5405 4.9182
H 2.1645 3.2341 2.6372
H 1.7601 4.9194 3.0578
H 2.0370 3.7229 4.3526
H 1.1520 3.7922 0.8986
H -0.1346 3.4830 -1.1344
H -3.8991 2.5899 -1.1534
H -4.5065 0.4168 -1.7960
H -4.7913 -1.8147 -2.9280
H -3.0549 -2.6421 -4.4840
H -0.9380 -1.3069 -4.9176
H 0.4036 0.5360 -5.4314
H 0.9990 2.0795 -4.7443
H 1.3445 0.5319 -3.9301
H -0.3874 3.2555 -3.1057
H -3.5543 2.2337 1.2018
H -2.3450 2.6846 3.2645
C -6.1491 0.8049 -5.7504
C -7.0882 1.8193 -5.6658
C -6.6855 3.1615 -5.4782
C -7.6115 4.2208 -5.6134
C -7.1779 5.5371 -5.5879
C -5.8270 5.8197 -5.3137
C -4.9151 4.8147 -4.9767
C -3.5508 5.2426 -4.4405
C -3.0388 4.7861 -3.0349
C -1.8724 5.6499 -2.6128
C -2.4418 6.7757 -1.7209
C -3.8934 7.1699 -2.1787
C -4.8565 5.9880 -2.1799
N -3.9995 4.7038 -1.8990
C -3.6959 5.1537 -0.4324
C -2.5743 6.1384 -0.3284
C -5.2910 3.4524 -5.2155
C -4.3648 2.3951 -5.3057
C -4.7813 1.1074 -5.6179
H -6.4645 -0.2235 -5.9294
H -8.1557 1.6125 -5.7783
H -8.6628 3.9796 -5.7870
H -7.8695 6.3579 -5.7708
H -5.4998 6.8645 -5.2728
H -2.7904 4.8620 -5.1481
H -3.4873 6.3429 -4.5036
H -2.6975 3.7885 -3.3189
H -1.1729 5.0237 -2.0456
H -1.3249 6.0445 -3.4785
H -1.7866 7.6561 -1.7279
H -4.2733 7.9432 -1.5034
H -3.8521 7.6294 -3.1694
H -5.6166 6.0710 -1.3985
H -5.3823 5.8900 -3.1140
H -4.5973 5.6775 -0.0834
H -3.6861 4.3240 0.2647
H -1.6613 5.6407 0.0040
H -2.8379 6.8871 0.4208
H -3.3035 2.6286 -5.1882
H -4.0385 0.3254 -5.7501
*
```

energy above the lowest of the compared OMol25 structures with the same formula, charge and spin = 95.3 kcal/mol
largest force on an atom = 5.5 eV/Å
HOMO = -9.94 eV
molecular weight = 514.74 g mol⁻¹
HOMO-LUMO gap = 5.44 eV


This record from the Open Molecules 2025 dataset describes a single C5H8S molecule at a distorted geometry. The level of theory is the ωB97M-V functional and the def2-TZVPD basis.

ORCA input file:
```
! RIJCOSX wB97M-V def2-TZVPD def2/J DEFGRID3
* xyz 0 1
C -1.9043 0.9519 -0.3625
C -0.7912 0.0850 -0.7490
C -0.1393 -0.9345 -1.2120
C 0.7650 -0.3702 -0.2646
C 0.9732 -0.8064 1.1527
S 2.1830 0.5881 -0.7613
H -2.4026 1.2096 -1.3153
H -1.2552 1.7516 0.0721
H -2.4945 0.4519 0.3740
H -0.1611 -1.6971 -1.8920
H 0.1685 -1.4826 1.5789
H 1.0746 -0.0705 1.8930
H 1.8661 -1.3689 1.2610
H 2.1177 1.6919 0.2250
*
```

energy above the lowest of the compared OMol25 structures with the same formula, charge and spin = 76.2 kcal/mol
SMILES = CC1=C[C@@]1(C)S
largest force on an atom = 4.0 eV/Å
HOMO = -8.35 eV
molecular weight = 100.19 g mol⁻¹
HOMO-LUMO gap = 9.13 eV